[1]
C5H4O | wB97M-V/def2-TZVPD

CARTESIAN COORDINATES (ANGSTROEM)
C: -1.80075 1.27065 0.21062
C: -0.86402 0.32270 0.05070
C: -2.22542 -0.09481 0.01746
C: 2.11305 -0.91345 0.20236
C: 1.47521 -0.03013 -0.48642
O: -3.08437 -0.90864 -0.09817
H: -2.09730 2.28565 0.34582
H: 3.16988 -1.11352 0.02703
H: 1.66000 -1.52182 0.96900
H: 1.65371 0.70339 -1.23838

## Properties
Lowest unoccupied orbital energy (alpha / beta) in eV: -0.6 / -0.6
Multiplicity: 1
Relative energy (zero: lowest compared OMol25 entry of this formula, charge and spin) in kcal per mole: 122.09
HOMO level (alpha / beta) in hartree: -0.305 / -0.305

[2]
C10H15BrO2Si | wB97M-V/def2-TZVPD

CARTESIAN COORDINATES (ANGSTROEM)
C: -1.41001 -2.10772 0.27089
Si: -1.43255 -0.08834 0.09241
C: -2.61147 0.36761 -1.30612
C: -2.21593 0.48585 1.78111
C: 0.39751 0.13708 -0.20296
C: 0.70812 0.76133 -1.48219
C: 1.00026 1.60840 -0.21314
Br: -0.19155 3.04016 0.15976
C: 2.37082 1.92807 0.17999
O: 2.74952 3.01540 0.61511
C: 3.29205 0.81369 0.19092
C: 2.88461 -0.45771 0.35044
C: 1.38298 -0.88598 0.25453
O: 1.35268 -1.93498 -0.72019
H: -1.32137 -2.60076 1.28209
H: -2.43794 -2.50467 -0.06156
H: -0.63679 -2.49924 -0.32645
H: -3.21769 1.27735 -1.14332
H: -2.19072 0.53915 -2.27018
H: -3.35054 -0.46684 -1.36805
H: -1.36969 1.17185 2.30226
H: -3.18484 1.09496 1.57584
H: -2.57724 -0.28232 2.45564
H: -0.14477 1.20040 -2.06115
H: 1.54955 0.40448 -2.13788
H: 4.34204 1.20643 0.29937
H: 3.65713 -1.08721 0.54972
H: 1.06206 -1.37680 1.20127
H: 1.54378 -2.75963 -0.26816

## Properties
Lowest unoccupied orbital energy in eV: 0.1
Multiplicity: 1
Relative energy (zero: lowest compared OMol25 entry of this formula, charge and spin) in kcal per mole: 28.49
HOMO level in hartree: -0.351
SMILES string: C[Si](C)(C)[C@@]12C[C@]1(Br)C(=O)C=C[C@@H]2O

[3]
C4H9NO2 | wB97M-V/def2-TZVPD

CARTESIAN COORDINATES (ANGSTROEM)
C: 1.99246 -0.81215 -1.12971
C: 1.44139 0.58053 -0.79394
N: -0.03061 0.64135 -0.87508
C: -0.65876 0.33620 0.29083
O: -0.02822 0.13761 1.30621
O: -2.01159 0.27144 0.25425
C: -2.51194 -0.03193 1.57338
H: 1.64317 -1.06571 -2.13197
H: 3.09264 -0.86817 -1.11267
H: 1.62727 -1.57030 -0.41834
H: 1.76926 0.79230 0.24077
H: 1.88718 1.37266 -1.40464
H: -0.60678 0.73575 -1.71524
H: -3.59583 -0.11326 1.49084
H: -2.07753 -0.96702 1.94017
H: -2.23481 0.76135 2.27541

## Properties
Lowest unoccupied orbital energy in eV: 1.0
Multiplicity: 1
Relative energy (zero: lowest compared OMol25 entry of this formula, charge and spin) in kcal per mole: 16.45
HOMO level in hartree: -0.358
SMILES string: CCNC(=O)OC

[4]
C4H12O3 | wB97M-V/def2-TZVPD

CARTESIAN COORDINATES (ANGSTROEM)
C: -0.03735 1.54463 -0.15498
C: -0.45755 0.39569 0.76438
C: -1.86942 0.20818 0.29440
C: -0.30822 0.80486 2.22277
O: 0.48716 1.34806 -1.21917
H: -0.13066 2.55088 0.07886
H: 0.37756 -0.31803 0.57923
H: -2.30326 -0.78980 0.62716
H: -1.89590 -0.06569 -0.78639
H: -2.46271 1.04001 0.64543
H: -0.46744 -0.12240 2.76262
H: -1.12278 1.59508 2.49608
H: 0.69792 1.16045 2.31001
H: 2.59523 -3.05148 -0.68726
H: 1.70207 -1.99037 -1.34417
O: 1.65679 -2.74981 -0.76367
H: 0.73541 -0.81189 -3.21655
H: 1.33064 0.03720 -2.01854
O: 1.47252 -0.78558 -2.59020

## Properties
Lowest unoccupied orbital energy (alpha / beta) in eV: 4.0 / 3.9
Multiplicity: 2
Relative energy (zero: lowest compared OMol25 entry of this formula, charge and spin) in kcal per mole: 25.90
HOMO level (alpha / beta) in hartree: 0.024 / -0.130
Total charge: -1

[5]
C4H12 | wB97M-V/def2-TZVPD

CARTESIAN COORDINATES (ANGSTROEM)
C: -1.25734 -0.66354 -1.30891
C: -2.71933 -1.11856 -1.28116
H: -1.20068 0.42215 -1.25912
H: -0.68243 -0.96547 -0.43115
H: -0.83442 -1.08039 -2.22159
H: -3.14682 -0.87790 -2.25527
H: -3.27453 -0.54113 -0.54208
H: -2.85358 -2.17398 -1.05783
C: 1.46763 0.61011 0.83323
C: 2.52279 1.14685 1.76586
H: 0.87378 1.37420 0.32696
H: 1.93051 0.02572 0.03049
H: 0.69518 -0.05504 1.22626
H: 2.12090 1.36803 2.75300
H: 2.88787 2.10324 1.37422
H: 3.44686 0.58484 1.84335

## Properties
Lowest unoccupied orbital energy in eV: 1.1
Multiplicity: 1
Relative energy (zero: lowest compared OMol25 entry of this formula, charge and spin) in kcal per mole: 6.15
HOMO level in hartree: -0.426
SMILES string: CC.CC

[6]
C20H23BaCl3N4O6 | wB97M-V/def2-TZVPD

CARTESIAN COORDINATES (ANGSTROEM)
Ba: -0.78943 -0.14242 0.30849
C: 1.60229 4.71994 -0.25254
N: 2.36225 3.48098 -0.28950
C: 3.77431 3.59062 -0.60744
C: 1.75557 2.32128 0.02604
O: 0.57404 2.25975 0.33829
C: 2.63540 1.05193 -0.02316
O: 1.96331 -0.12327 0.37489
C: 2.29883 -0.78532 1.59173
C: 1.26758 -0.65547 2.74914
O: 0.26384 0.05590 2.66036
N: 1.54934 -1.33340 3.86877
C: 2.73891 -2.16696 3.99300
C: 0.65041 -1.26655 5.01100
H: 1.71828 5.24897 -1.19909
H: 1.95731 5.36467 0.55474
H: 0.55451 4.49091 -0.09393
H: 3.90936 4.41231 -1.30914
H: 4.14600 2.69245 -1.09348
H: 4.37799 3.79668 0.28066
H: 3.53690 1.19732 0.57987
H: 2.94540 0.90602 -1.06090
H: 3.26441 -0.41226 1.94765
H: 2.38833 -1.84432 1.34625
H: 2.80852 -2.88174 3.17309
H: 2.65916 -2.73777 4.91453
H: 3.65145 -1.56959 4.04643
H: -0.23560 -0.70753 4.73388
H: 1.14308 -0.77497 5.85189
H: 0.36672 -2.27648 5.30749
Cl: -2.63556 -7.90378 0.36910
C: -1.94765 -6.30572 0.47068
C: -2.78386 -5.19801 0.45364
C: -2.21687 -3.94462 0.53049
Cl: -3.28174 -2.54595 0.51271
C: -0.82134 -3.70611 0.61851
O: -0.33317 -2.52051 0.66424
C: -0.04817 -4.88101 0.64510
Cl: 1.68901 -4.71156 0.79588
C: -0.57763 -6.15715 0.57054
H: -3.85548 -5.31229 0.38044
H: 0.07601 -7.01698 0.59048
O: -0.22181 1.01608 -3.36086
N: -0.79453 0.69238 -2.31153
N: -2.04028 1.08014 -2.16724
O: -2.70968 0.82624 -0.99849
C: -2.73359 1.88515 -3.12158
C: -2.72286 1.58022 -4.47702
C: -3.45312 2.37511 -5.34737
C: -4.17882 3.45841 -4.87367
C: -4.18748 3.74638 -3.51696
C: -3.46850 2.95680 -2.63348
H: -2.14914 0.74188 -4.83923
H: -3.45245 2.14298 -6.40465
H: -4.74338 4.07166 -5.56439
H: -4.76394 4.58426 -3.14631
H: -3.48245 3.13431 -1.56803

## Properties
Lowest unoccupied orbital energy in eV: -0.1
Multiplicity: 1
Relative energy (zero: lowest compared OMol25 entry of this formula, charge and spin) in kcal per mole: 0.00
HOMO level in hartree: -0.271

Repeat the fifth record exactly.
C4H12 | wB97M-V/def2-TZVPD

CARTESIAN COORDINATES (ANGSTROEM)
C: -1.25734 -0.66354 -1.30891
C: -2.71933 -1.11856 -1.28116
H: -1.20068 0.42215 -1.25912
H: -0.68243 -0.96547 -0.43115
H: -0.83442 -1.08039 -2.22159
H: -3.14682 -0.87790 -2.25527
H: -3.27453 -0.54113 -0.54208
H: -2.85358 -2.17398 -1.05783
C: 1.46763 0.61011 0.83323
C: 2.52279 1.14685 1.76586
H: 0.87378 1.37420 0.32696
H: 1.93051 0.02572 0.03049
H: 0.69518 -0.05504 1.22626
H: 2.12090 1.36803 2.75300
H: 2.88787 2.10324 1.37422
H: 3.44686 0.58484 1.84335

## Properties
Lowest unoccupied orbital energy in eV: 1.1
Multiplicity: 1
Relative energy (zero: lowest compared OMol25 entry of this formula, charge and spin) in kcal per mole: 6.15
HOMO level in hartree: -0.426
SMILES string: CC.CC